# 1
This record from OMol25 describes a cluster of 2 separate species, C4H6O2S in total. The level of theory is ωB97M-V/def2-TZVPD.

- total energy (a.u.) = -704.56424
- HOMO-LUMO gap (spin up / spin down) (Eh) = 0.2829 / 0.2922
- LUMO (spin up / spin down) (eV) = -0.18 / -0.04
- net charge = 0
- energy relative to the best compared isomer or geometry (same formula, charge and spin) (eV) = 3.137

Each line ends with the natural charge from an NBO analysis.
Geometry (Å):
C: -0.2916 -1.5197 -1.9570  1.028
C: 1.8316 -0.3949 0.1314  -0.654
C: -0.4358 0.4588 0.0689  -0.462
C: -1.2520 1.1188 1.1766  -0.676
O: 0.4306 -0.6927 -2.2124  -0.514
O: -0.9314 -2.4440 -1.7759  -0.518
S: 0.3714 -0.8491 0.7628  0.534
H: 2.4264 -1.2480 -0.1009  0.203
H: 2.0837 0.6205 0.1076  0.206
H: 0.2151 1.1209 -0.5267  0.209
H: -1.1046 0.6710 2.1297  0.209
H: -2.3432 1.0056 1.0983  0.215
H: -1.0001 2.1527 1.0977  0.220

Atomic forces in eV per Å
-0.4 -1.3 -0.3
0.3 -2.5 1.1
-1.0 0.5 2.2
-1.5 -0.2 -1.5
2.1 2.9 -1.4
-1.8 -1.8 0.6
0.7 0.5 -1.0
1.1 0.1 -0.3
0.6 1.0 -0.3
-0.7 -0.6 -0.1
0.7 0.2 0.9
0.0 0.3 -0.7
-0.1 0.9 0.7

# 2
This record from OMol25 describes the molecule C6H9ClN2. The level of theory is ωB97M-V/def2-TZVPD.

- total energy (a.u.) = -803.66269
- HOMO-LUMO gap (Eh) = 0.3578
- LUMO (eV) = 0.78
- net charge = 0
- structure (SMILES) = C[C@@H](CCl)n1ccnc1
- energy relative to the best compared isomer or geometry (same formula, charge and spin) (eV) = 0.664

Each line ends with the natural charge from an NBO analysis.
Geometry (Å):
C: -1.4808 1.1774 -0.3169  -0.634
C: -0.0178 0.7634 -0.5650  0.008
C: 0.9515 1.8041 0.5325  -0.389
Cl: 2.5568 1.2566 0.1953  -0.017
N: 0.0665 -0.6082 -0.3489  -0.381
C: -0.4413 -1.3488 0.6994  -0.104
C: 0.1222 -2.5759 0.6844  -0.101
N: 1.0317 -2.6417 -0.4017  -0.452
C: 0.9748 -1.4736 -0.9179  0.181
H: -2.2504 0.8913 -0.9444  0.226
H: -1.7220 2.3243 -0.2336  0.210
H: -1.8444 0.8523 0.6091  0.205
H: 0.2836 0.9582 -1.5073  0.203
H: 0.6765 2.7272 0.2265  0.199
H: 0.5786 1.6034 1.5118  0.208
H: -1.1801 -0.8689 1.2232  0.205
H: -0.0030 -3.4478 1.3132  0.216
H: 1.6977 -1.3932 -1.7598  0.216

Atomic forces in eV per Å
0.6 3.8 0.6
-2.0 2.7 4.7
-2.0 -5.5 -2.3
0.9 0.4 0.4
2.1 -2.5 -0.1
0.6 -0.2 -0.7
0.8 -0.4 -0.9
-1.2 -0.8 2.2
1.6 0.2 -2.1
-1.0 -1.2 -2.1
1.2 -1.8 -0.3
-0.1 -0.6 1.7
1.2 0.9 -3.0
-0.1 3.1 -1.0
0.2 -0.3 0.8
-1.5 0.4 1.7
-0.2 0.3 0.0
-1.1 1.3 0.5

# 3
This record from OMol25 describes a structure of composition C10H21Cl2OPTb. The level of theory is ωB97M-V/def2-TZVPD.

- total energy (a.u.) = -2555.13585
- multiplicity = 7
- HOMO-LUMO gap (spin up / spin down) (Eh) = 0.0951 / 0.1183
- LUMO (spin up / spin down) (eV) = 2.28 / 2.13
- net charge = -1
- energy relative to the best compared isomer or geometry (same formula, charge and spin) (eV) = 0.516

Each line ends with the Mulliken charge.
Geometry (Å):
Tb: 0.3857 1.9160 1.6093  0.399
Cl: -0.8761 3.6760 0.4338  -0.609
Cl: 1.8332 2.6001 3.4976  -0.603
C: 1.5454 0.6612 -0.3244  -0.328
H: 1.7004 -0.4358 -0.2893  -0.133
H: 2.2948 1.0859 -1.0272  0.075
C: -0.5349 -0.4478 -2.2865  0.038
C: 0.7632 -0.7678 -2.5926  -0.671
H: -1.1337 -1.1007 -1.6444  0.369
C: 1.5880 0.0226 -3.5582  -0.783
H: 1.2236 -1.6758 -2.1881  0.438
C: 1.1138 1.4882 -3.6158  -0.580
H: 2.6435 -0.0358 -3.2710  0.284
H: 1.5112 -0.3916 -4.5811  0.372
C: -0.4018 1.5657 -3.7753  -0.794
H: 1.4134 1.9770 -2.6841  0.254
H: 1.6038 2.0023 -4.4510  0.336
C: -1.1318 0.8895 -2.5980  -0.256
H: -0.7214 2.6084 -3.8747  0.354
H: -0.6842 1.0434 -4.6960  0.300
H: -1.0670 1.5503 -1.7119  -0.080
H: -2.2015 0.7784 -2.8309  0.359
C: -1.1862 -2.3825 2.0534  -1.225
P: -0.8234 -0.9441 3.0459  1.717
C: -1.9614 -0.8694 4.4243  -1.303
C: 0.8495 -1.1053 3.6742  -1.237
O: -0.9530 0.3334 2.1936  -0.775
H: -0.2760 -2.7156 1.5360  0.314
H: -1.9531 -2.1366 1.3085  0.311
H: -1.5510 -3.1997 2.6920  0.412
H: -1.8659 -1.7703 5.0484  0.376
H: -1.7407 0.0172 5.0357  0.287
H: -2.9935 -0.7959 4.0513  0.344
H: 1.5116 -1.4317 2.8592  0.328
H: 1.2196 -0.1456 4.0676  0.271
H: 0.8556 -1.8639 4.4696  0.439

Atomic forces in eV per Å
2.1 -1.3 -3.3
-0.7 1.0 -0.5
0.5 0.3 1.2
-0.5 1.0 2.2
-0.1 0.2 0.0
-0.1 -0.1 0.4
1.8 -0.6 -0.3
-2.4 -0.3 0.1
0.4 0.1 0.0
0.0 0.7 -0.1
-0.4 0.2 -0.2
0.2 -0.2 0.1
-0.1 0.1 0.0
0.0 -0.1 0.3
-0.2 -0.2 0.2
-0.1 0.0 -0.1
0.0 0.0 0.1
0.0 0.3 -0.4
0.0 -0.1 0.0
0.0 0.0 -0.1
0.1 -0.4 -0.1
0.1 0.1 0.0
-0.2 -0.6 0.0
0.5 1.7 -1.1
-0.3 -0.2 0.4
0.0 -0.4 0.3
-0.8 -1.9 1.4
-0.2 0.2 0.1
0.2 0.0 0.2
0.1 0.1 -0.2
0.0 0.3 -0.1
0.0 -0.2 -0.2
0.3 0.0 0.1
-0.2 0.3 0.1
-0.2 -0.2 -0.1
0.1 0.1 -0.1

# 4
This record from OMol25 describes a cluster of 2 separate species, CH5N3 in total. The level of theory is ωB97M-V/def2-TZVPD.

- total energy (a.u.) = -205.29336
- HOMO-LUMO gap (Eh) = 0.3569
- LUMO (eV) = 0.84
- net charge = 0
- energy relative to the best compared isomer or geometry (same formula, charge and spin) (eV) = 2.659

Each line ends with the natural charge from an NBO analysis.
Geometry (Å):
C: -1.7604 -1.7656 0.7480  -0.473
N: 1.5624 1.9784 -0.8208  -1.063
N: -0.4808 0.2382 0.5932  -0.053
N: -1.0827 -0.7154 0.6668  0.067
H: -1.8554 -2.4036 -0.1091  0.227
H: -2.2359 -2.0354 1.6680  0.228
H: 2.2642 1.2507 -0.7928  0.352
H: 0.7113 1.5704 -1.1902  0.356
H: 1.3597 2.2352 0.1373  0.359

Atomic forces in eV per Å
-1.3 -2.1 0.0
0.0 0.2 -0.2
-0.1 -0.1 0.1
1.1 1.9 -0.1
0.1 0.0 -0.2
0.0 0.2 0.3
0.0 -0.1 0.0
0.1 0.0 0.0
0.0 -0.1 0.0